Entry 1:
This record from the Open Molecules 2025 dataset describes a 12-piece molecular cluster, C17H8BCl44N2O5S2 overall. The level of theory is ωB97M-V with the def2-TZVPD basis set.

Values from the calculation:
Charge   -1
DFT total energy   -22207.55916 Ha
Highest occupied orbital energy   -0.235 hartree
Max |F|   0.1211 hartree/bohr
LUMO energy   1.0 eV
HOMO-LUMO gap   7.379 eV

Atoms and positions in Å:
C (5.77, -1.41, -2.89)
B (5.20, 0.17, -2.88)
O (5.93, 1.18, -3.69)
S (3.69, 0.50, -1.80)
O (3.10, -0.87, -1.39)
O (4.24, 1.16, -0.48)
N (2.54, 1.64, -2.46)
S (1.59, 0.95, -3.75)
O (0.81, 2.14, -4.43)
O (2.40, 0.28, -4.88)
C (0.22, -0.23, -3.15)
C (-0.09, -0.26, -1.51)
C (-1.30, -1.36, -1.17)
C (-1.92, -2.15, -2.45)
N (-1.63, -2.05, -3.90)
C (-0.56, -1.09, -4.29)
H (4.88, -2.14, -3.19)
H (6.06, -1.72, -1.78)
H (6.69, -1.54, -3.61)
H (6.21, 0.69, -4.52)
H (0.47, 0.38, -0.71)
H (-1.65, -1.57, -0.06)
H (-2.75, -2.96, -2.16)
H (-0.26, -0.98, -5.43)
C (9.35, -0.39, -1.19)
Cl (9.18, -1.45, -2.61)
Cl (10.45, 0.95, -1.59)
Cl (7.75, 0.27, -0.75)
Cl (10.01, -1.32, 0.17)
C (-3.25, -3.43, 2.32)
Cl (-2.99, -2.26, 3.64)
Cl (-2.87, -2.66, 0.76)
Cl (-2.19, -4.84, 2.56)
Cl (-4.95, -3.96, 2.33)
C (13.45, -3.90, -0.30)
Cl (12.87, -2.28, -0.74)
Cl (12.89, -4.30, 1.34)
Cl (12.80, -5.10, -1.45)
Cl (15.23, -3.93, -0.35)
C (-0.35, -5.41, 5.97)
Cl (-0.59, -6.85, 4.94)
Cl (-0.52, -5.87, 7.68)
Cl (1.28, -4.74, 5.69)
Cl (-1.58, -4.18, 5.56)
C (-6.95, -1.21, 4.90)
Cl (-8.46, -2.15, 4.77)
Cl (-6.35, -0.83, 3.27)
Cl (-7.27, 0.31, 5.78)
Cl (-5.73, -2.16, 5.78)
C (-6.26, 0.29, -0.89)
Cl (-5.56, 1.89, -0.54)
Cl (-5.22, -0.98, -0.20)
Cl (-7.88, 0.18, -0.16)
Cl (-6.38, 0.06, -2.65)
C (-0.86, 2.46, -7.97)
Cl (-2.37, 1.52, -8.10)
Cl (-0.25, 2.84, -9.60)
Cl (-1.18, 3.97, -7.08)
Cl (0.36, 1.50, -7.09)
C (-12.26, -0.31, 4.78)
Cl (-11.33, -0.61, 6.26)
Cl (-11.17, 0.31, 3.51)
Cl (-13.01, -1.83, 4.22)
Cl (-13.53, 0.90, 5.11)
C (13.87, 2.95, -3.59)
Cl (13.00, 3.03, -5.15)
Cl (15.01, 4.31, -3.47)
Cl (12.70, 3.03, -2.26)
Cl (14.77, 1.41, -3.50)
C (-8.93, 3.75, 2.69)
Cl (-8.24, 2.45, 3.70)
Cl (-7.70, 4.32, 1.54)
Cl (-10.33, 3.12, 1.79)
Cl (-9.45, 5.10, 3.73)
C (-7.73, 7.44, 6.60)
Cl (-6.31, 7.95, 7.56)
Cl (-8.85, 8.82, 6.43)
Cl (-7.20, 6.91, 4.99)
Cl (-8.56, 6.10, 7.43)



Entry 2:
This record from the Open Molecules 2025 dataset describes a 2-piece molecular cluster, C17H8Cl2N4O2 overall. The level of theory is ωB97M-V with the def2-TZVPD basis set.

Values from the calculation:
Charge   0
DFT total energy   -1942.44346 Ha
SMILES string   N#CC1=C(C#N)C(=O)C(Cl)=C(Cl)C1=O.c1ccc(-n2ccnc2)cc1
Highest occupied orbital energy   -0.328 hartree
Max |F|   0.0674 hartree/bohr
LUMO energy   -3.1 eV
HOMO-LUMO gap   5.881 eV

Atoms and positions in Å:
N (-0.48, -2.90, 3.15)
C (0.52, -2.31, 3.16)
C (1.72, -1.60, 3.18)
C (1.73, -0.24, 3.23)
C (0.54, 0.48, 3.26)
N (-0.47, 1.07, 3.32)
C (2.99, 0.49, 3.28)
O (3.03, 1.71, 3.36)
C (4.22, -0.26, 3.25)
Cl (5.69, 0.60, 3.28)
C (4.21, -1.62, 3.22)
Cl (5.67, -2.51, 3.22)
C (2.97, -2.35, 3.20)
O (2.99, -3.57, 3.21)
C (-4.43, 1.02, -3.84)
C (-4.26, 1.64, -2.62)
C (-3.09, 1.49, -1.92)
C (-2.06, 0.71, -2.43)
N (-0.82, 0.56, -1.70)
C (0.41, 0.26, -2.23)
C (1.28, 0.21, -1.17)
N (0.63, 0.46, -0.02)
C (-0.62, 0.67, -0.33)
C (-2.23, 0.09, -3.66)
C (-3.41, 0.24, -4.36)
H (-5.35, 1.14, -4.39)
H (-5.05, 2.26, -2.22)
H (-2.95, 1.98, -0.97)
H (0.63, 0.12, -3.27)
H (2.35, 0.03, -1.23)
H (-1.39, 0.90, 0.38)
H (-1.44, -0.51, -4.06)
H (-3.54, -0.25, -5.31)



Entry 3:
This record from the Open Molecules 2025 dataset describes C17H8Cl3CrF6N3O14S2 as an isolated structure. The level of theory is ωB97M-V with the def2-TZVPD basis set.

Values from the calculation:
2S+1   4
<S²>   3.772
Charge   -1
DFT total energy   -5691.17667 Ha
Highest occupied orbital energy (alpha / beta)   -0.234 / -0.234 hartree
Max |F|   0.0167 hartree/bohr
LUMO energy (alpha / beta)   2.3 / 2.1 eV
HOMO-LUMO gap (alpha / beta)   8.701 / 8.506 eV

Atoms and positions in Å:
Cr (0.29, 0.27, -1.41)
O (-4.49, 3.01, -2.90)
C (-3.93, 3.64, -1.89)
O (-4.40, 4.65, -1.42)
C (-2.67, 3.06, -1.35)
C (-1.97, 3.56, -0.27)
N (-0.89, 2.78, -0.10)
N (-0.86, 1.81, -1.01)
C (-1.93, 1.96, -1.77)
C (-2.09, 0.86, -2.79)
O (-3.03, 0.88, -3.57)
O (-1.16, -0.02, -2.72)
H (-3.98, 2.19, -3.19)
H (-2.19, 4.41, 0.36)
H (-0.16, 2.84, 0.59)
F (2.40, 0.09, 3.59)
C (1.82, 0.82, 2.65)
F (0.52, 0.53, 2.62)
F (1.96, 2.11, 2.94)
S (2.55, 0.45, 0.98)
O (1.52, 1.07, 0.11)
O (2.70, -0.96, 0.90)
N (3.85, 1.35, 1.07)
S (4.31, 1.96, -0.33)
O (5.60, 2.56, -0.25)
O (4.01, 1.08, -1.41)
C (3.19, 3.46, -0.62)
F (3.95, 4.51, -0.95)
F (2.33, 3.25, -1.61)
F (2.49, 3.79, 0.48)
Cl (2.36, -1.78, -5.14)
C (3.12, -0.69, -3.96)
Cl (3.80, 0.71, -4.78)
Cl (4.39, -1.57, -3.10)
C (1.98, -0.28, -2.99)
O (1.41, 0.83, -3.11)
O (1.60, -1.11, -2.12)
O (-2.61, -0.30, 0.07)
C (-1.66, -0.99, 0.38)
O (-0.42, -0.79, 0.00)
C (-1.82, -2.18, 1.28)
C (-3.10, -2.59, 1.63)
C (-3.30, -3.67, 2.49)
C (-2.18, -4.30, 2.97)
O (-2.11, -5.36, 3.83)
C (-0.73, -5.64, 4.00)
O (0.02, -4.70, 3.24)
C (-0.91, -3.90, 2.61)
C (-0.69, -2.85, 1.76)
H (-3.94, -2.04, 1.23)
H (-4.30, -4.00, 2.76)
H (-0.51, -6.66, 3.65)
H (-0.46, -5.55, 5.06)
H (0.30, -2.55, 1.46)



Entry 4:
This record from the Open Molecules 2025 dataset describes C17H9AuBrNO5 as an isolated structure. The level of theory is ωB97M-V with the def2-TZVPD basis set.

Values from the calculation:
2S+1   3
<S²>   2.013
Charge   0
DFT total energy   -3793.81367 Ha
Highest occupied orbital energy (alpha / beta)   -0.324 / -0.327 hartree
Max |F|   0.0209 hartree/bohr
LUMO energy (alpha / beta)   -0.2 / -2.2 eV
HOMO-LUMO gap (alpha / beta)   8.570 / 6.685 eV

Atoms and positions in Å:
Au (0.97, -1.38, -0.81)
O (1.03, -1.58, 5.33)
C (1.09, -1.59, 3.99)
C (2.17, -1.03, 3.28)
C (2.14, -1.09, 1.91)
N (1.13, -1.67, 1.29)
C (0.08, -2.19, 1.92)
C (0.03, -2.17, 3.29)
C (-1.03, -2.72, 1.01)
O (-2.02, -3.22, 1.52)
O (-0.79, -2.63, -0.26)
C (3.20, -0.46, 0.99)
O (4.17, 0.05, 1.51)
O (2.96, -0.57, -0.27)
H (1.81, -1.15, 5.70)
H (3.01, -0.56, 3.77)
H (-0.82, -2.59, 3.81)
Br (0.87, -1.23, -3.39)
C (-0.27, 0.34, -3.37)
C (-0.66, 0.84, -4.57)
C (-1.48, 1.98, -4.59)
C (-1.88, 2.57, -3.43)
C (-1.48, 2.05, -2.17)
C (-1.88, 2.64, -0.96)
C (-1.48, 2.14, 0.24)
C (-0.65, 1.00, 0.29)
C (-0.25, 0.41, -0.87)
C (-0.64, 0.89, -2.13)
H (-0.34, 0.38, -5.49)
H (-1.79, 2.39, -5.55)
H (-2.51, 3.45, -3.44)
H (-2.52, 3.52, -0.99)
H (-1.80, 2.59, 1.17)
H (-0.34, 0.61, 1.26)



Entry 5:
This record from the Open Molecules 2025 dataset describes C17H9BrN2O6RuSe2Te2 as an isolated structure. The level of theory is ωB97M-V with the def2-TZVPD basis set.

Values from the calculation:
2S+1   5
<S²>   6.039
Charge   0
DFT total energy   -9221.83250 Ha
Highest occupied orbital energy (alpha / beta)   -0.296 / -0.300 hartree
Max |F|   0.0028 hartree/bohr
LUMO energy (alpha / beta)   -1.1 / -2.7 eV
HOMO-LUMO gap (alpha / beta)   6.971 / 5.420 eV

Atoms and positions in Å:
Ru (-0.77, 0.33, 0.31)
Se (0.48, 0.84, -1.77)
Te (2.23, 2.18, -0.66)
Te (0.70, 3.89, 0.77)
Se (-1.47, 2.84, 0.63)
Br (-3.18, -0.62, -0.49)
C (-2.56, -2.43, -0.37)
C (-3.46, -3.42, -0.61)
C (-3.04, -4.76, -0.54)
C (-1.75, -5.05, -0.23)
C (-0.80, -4.02, 0.01)
C (0.54, -4.33, 0.33)
C (1.44, -3.34, 0.57)
C (1.05, -1.99, 0.50)
C (-0.24, -1.63, 0.20)
C (-1.20, -2.66, -0.05)
H (-4.49, -3.18, -0.84)
H (-3.76, -5.55, -0.72)
H (-1.42, -6.08, -0.18)
H (0.83, -5.38, 0.38)
H (2.47, -3.59, 0.82)
H (1.78, -1.22, 0.70)
O (0.72, 0.67, 2.30)
C (-0.26, 0.22, 2.91)
O (-1.35, -0.09, 2.32)
C (-0.19, 0.02, 4.39)
C (-1.29, -0.50, 5.08)
C (-1.18, -0.68, 6.45)
C (-0.04, -0.38, 7.16)
C (1.03, 0.12, 6.44)
C (0.98, 0.33, 5.07)
N (2.27, 0.46, 7.16)
O (3.19, 0.92, 6.52)
O (2.29, 0.25, 8.36)
N (-2.34, -1.24, 7.18)
O (-3.33, -1.49, 6.54)
O (-2.22, -1.39, 8.38)
H (-2.20, -0.75, 4.56)
H (0.02, -0.54, 8.22)
H (1.83, 0.72, 4.54)



Entry 6:
This record from the Open Molecules 2025 dataset describes C17H9ClN4O13SbSe4TcTe as an isolated structure. The level of theory is ωB97M-V with the def2-TZVPD basis set.

Values from the calculation:
Charge   -2
DFT total energy   -12504.76862 Ha
Highest occupied orbital energy (alpha / beta)   -0.101 / -0.101 hartree
Max |F|   0.1191 hartree/bohr
LUMO energy (alpha / beta)   1.3 / 1.3 eV
HOMO-LUMO gap (alpha / beta)   4.056 / 4.049 eV

Atoms and positions in Å:
Tc (-1.46, -0.05, 0.58)
O (-4.24, 0.26, -2.87)
Cl (-3.11, -0.31, -2.24)
O (-1.94, -0.17, -3.02)
O (-3.34, -1.68, -1.91)
O (-2.93, 0.46, -0.95)
N (6.50, 5.51, -1.42)
C (5.46, 5.03, -1.30)
C (4.19, 4.39, -1.16)
C (3.17, 4.97, -0.41)
C (1.98, 4.29, -0.20)
C (1.81, 3.02, -0.74)
C (2.81, 2.46, -1.54)
C (4.00, 3.13, -1.75)
C (0.68, 2.21, -0.43)
C (-0.17, 1.39, -0.16)
H (3.32, 5.95, 0.04)
H (1.21, 4.73, 0.42)
H (2.67, 1.47, -1.96)
H (4.79, 2.69, -2.34)
O (-0.43, -6.88, -2.72)
N (-1.32, -6.36, -2.06)
O (-2.41, -6.89, -1.88)
C (-1.08, -5.09, -1.47)
C (0.15, -4.45, -1.69)
C (0.46, -3.27, -1.09)
C (-0.52, -2.52, -0.23)
O (-0.57, -1.20, -0.44)
C (-1.78, -3.30, -0.05)
C (-2.03, -4.51, -0.64)
N (-2.76, -2.75, 0.77)
O (-3.73, -3.37, 1.14)
O (-2.56, -1.57, 1.19)
N (1.76, -2.71, -1.29)
O (2.12, -1.79, -0.57)
O (2.47, -3.17, -2.18)
H (0.89, -4.91, -2.33)
H (-2.97, -5.00, -0.46)
Te (0.39, -2.71, 1.95)
C (0.32, 1.27, 3.60)
C (0.40, -0.19, 3.29)
O (0.94, -1.04, 3.97)
O (-0.16, -0.60, 2.16)
H (-0.65, 1.50, 4.06)
H (0.40, 1.84, 2.67)
H (1.11, 1.55, 4.28)
Se (-2.92, 3.24, 4.99)
Sb (-2.76, 3.65, 2.60)
Se (-2.29, 1.60, 1.48)
Se (-0.98, 5.29, 2.42)
Se (-4.86, 4.62, 1.92)



Q: Number 1 is which compound?
A: C17H8BCl44N2O5S2